No. 1
Entry from the Open Molecules 2025 dataset: a structure of composition C31H50O3P2RuS at a distorted geometry (ωB97M-V with the def2-TZVPD basis set).

Results
multiplicity	6
frontier orbital gap (alpha / beta)	0.1363 / 0.0739	hartree
DFT total energy	-71081.3222	eV
LUMO (alpha / beta)	-2.13 / -6.68	eV
charge	+1

Last column: Mulliken spin population.
Geometry (Å):
Ru  0.821  0.558  1.084  2.384
C  1.219  0.548  3.456  0.200
C  2.239  1.026  2.531  -0.128
C  0.472  2.561  2.573  0.375
C  0.149  1.520  3.483  0.105
C  1.758  2.293  1.978  -0.097
C  1.432  -0.676  4.257  -0.039
H  2.190  -1.308  3.778  0.001
H  0.513  -1.266  4.314  0.003
H  1.772  -0.448  5.279  0.006
C  -1.152  1.498  4.179  -0.019
H  -1.368  0.506  4.563  -0.005
H  -1.952  1.734  3.461  -0.003
H  -1.215  2.230  4.997  0.013
C  -0.374  3.746  2.298  0.010
H  -0.362  4.458  3.137  0.016
H  -1.417  3.432  2.153  0.001
H  -0.034  4.269  1.399  0.002
C  2.599  3.285  1.262  0.009
H  3.107  3.961  1.971  -0.002
H  1.969  3.900  0.607  0.001
H  3.364  2.780  0.667  0.004
C  3.645  0.542  2.464  0.024
H  4.281  1.035  3.218  0.000
H  4.068  0.750  1.476  -0.004
H  3.692  -0.539  2.639  0.001
C  -0.323  -1.153  0.346  0.015
C  0.831  -1.590  1.042  0.031
C  2.115  -1.993  0.371  0.031
C  2.541  -1.007  -0.743  0.015
C  2.128  0.434  -0.492  0.028
C  0.883  0.988  -0.950  0.064
C  -0.092  0.193  -1.787  0.063
C  -0.484  -1.153  -1.151  0.099
H  2.051  -3.008  -0.052  -0.001
H  2.184  -1.355  -1.722  -0.007
H  2.897  -2.026  1.142  0.005
H  0.105  -1.971  -1.587  0.002
H  -1.248  -1.286  0.924  -0.094
H  0.572  -2.108  1.981  -0.003
H  -1.538  -1.350  -1.382  0.014
H  -0.999  0.797  -1.899  -0.019
H  0.881  2.062  -1.154  -0.032
H  0.291  0.044  -2.808  -0.006
H  3.638  -1.016  -0.794  0.001
H  2.963  1.143  -0.493  -0.011
P  -0.682  -0.049  -6.095  0.414
P  -0.337  2.644  -7.594  0.318
C  -0.697  -0.134  -7.968  0.002
C  -1.042  1.223  -8.590  0.013
H  -1.438  -0.890  -8.265  0.007
H  0.298  -0.476  -8.291  -0.002
H  -0.660  1.297  -9.618  0.009
H  -2.132  1.376  -8.609  -0.002
C  -1.137  4.010  -8.523  0.042
H  -0.677  4.954  -8.205  -0.001
H  -2.205  4.034  -8.271  0.000
H  -1.011  3.880  -9.606  0.016
C  1.309  2.726  -8.423  0.030
H  1.185  2.737  -9.515  0.012
H  1.929  1.872  -8.121  -0.003
H  1.799  3.652  -8.097  -0.001
C  -2.125  -1.142  -5.765  0.054
H  -2.169  -1.350  -4.687  -0.009
H  -2.026  -2.082  -6.326  0.017
H  -3.046  -0.624  -6.064  0.002
C  0.662  -1.257  -5.769  0.043
H  1.623  -0.804  -6.049  0.000
H  0.501  -2.177  -6.349  0.017
H  0.678  -1.488  -4.695  -0.011
C  -2.364  -3.136  9.425  0.006
C  -2.212  -2.876  7.970  0.182
C  -2.838  -3.760  7.083  0.018
C  -2.747  -3.562  5.718  0.098
C  -2.079  -2.439  5.228  0.233
C  -1.402  -1.587  6.097  0.086
C  -1.476  -1.806  7.473  0.098
S  -2.170  -2.343  3.432  -0.037
O  -1.260  -3.413  3.033  0.173
O  -3.589  -2.613  3.209  0.072
O  -1.681  -1.004  3.071  -0.006
H  -3.432  -3.105  9.655  0.025
H  -1.988  -4.139  9.644  0.023
H  -1.828  -2.388  10.002  -0.003
H  -3.393  -4.625  7.456  0.001
H  -3.208  -4.274  5.043  -0.002
H  -0.794  -0.750  5.765  0.009
H  -0.945  -1.150  8.177  0.005

***

No. 2
Entry from the Open Molecules 2025 dataset: a structure of composition C31H51AsFeI2N2O7S3SbSi3 at a distorted geometry (ωB97M-V with the def2-TZVPD basis set).

Results
multiplicity	5
frontier orbital gap (alpha / beta)	0.2597 / 0.2610	hartree
DFT total energy	-224398.6203	eV
LUMO (alpha / beta)	2.10 / 2.10	eV
charge	-1

Last column: Mulliken spin population.
Geometry (Å):
Fe  -0.303  -0.363  0.217  3.662
I  1.866  6.519  3.502  0.000
C  1.081  4.676  2.894  0.007
C  0.296  3.940  3.765  -0.003
C  -0.206  2.729  3.332  0.007
I  -1.362  1.615  4.670  0.001
C  0.027  2.176  2.038  0.055
O  -0.441  1.030  1.721  0.019
C  0.841  2.980  1.187  -0.003
C  1.148  2.575  -0.236  0.018
N  1.569  1.181  -0.438  0.080
C  2.915  0.915  0.075  -0.009
C  2.937  0.713  1.568  0.001
C  3.526  1.637  2.423  0.001
C  3.397  1.462  3.788  -0.001
C  2.696  0.358  4.250  0.001
C  2.182  -0.536  3.323  0.003
N  2.302  -0.371  2.009  0.022
C  1.339  4.198  1.622  -0.002
H  0.091  4.291  4.767  0.000
H  1.935  3.241  -0.618  -0.001
H  0.262  2.749  -0.845  0.003
H  1.557  0.984  -1.433  -0.011
H  3.605  1.728  -0.191  0.003
H  3.255  -0.008  -0.394  0.000
H  4.044  2.496  2.016  0.000
H  3.803  2.192  4.477  0.000
H  2.528  0.199  5.306  0.000
H  1.630  -1.412  3.643  0.000
H  1.958  4.777  0.946  -0.001
O  -1.572  1.477  -0.878  0.026
S  -1.098  1.102  -2.210  0.014
O  -0.506  2.177  -2.972  0.004
O  -0.223  -0.085  -2.103  0.044
C  -2.527  0.581  -3.139  0.018
C  -3.035  1.494  -4.054  0.001
C  -4.108  1.155  -4.863  0.000
C  -4.672  -0.105  -4.766  0.000
C  -4.183  -1.014  -3.841  -0.001
C  -3.112  -0.681  -3.020  0.000
S  -2.628  -1.918  -1.814  0.005
O  -2.339  -1.159  -0.573  0.020
O  -3.802  -2.761  -1.681  0.001
O  -1.467  -2.584  -2.361  -0.001
H  -2.559  2.462  -4.126  0.000
H  -4.495  1.874  -5.574  0.000
H  -5.499  -0.382  -5.408  0.000
H  -4.627  -1.993  -3.725  0.000
C  4.318  -4.686  0.482  0.004
Si  3.277  -3.158  0.883  0.012
C  4.638  -1.861  1.026  0.002
C  2.592  -3.479  2.622  0.002
Sb  1.155  -2.456  -0.480  -0.034
Si  2.196  -2.202  -2.812  0.002
C  2.852  -0.472  -3.125  0.001
C  3.706  -3.320  -2.938  0.004
C  1.066  -2.612  -4.237  0.001
Si  0.224  -4.906  -0.727  0.007
C  -0.869  -5.401  -2.159  0.000
C  1.603  -6.184  -0.808  0.001
C  -0.744  -5.269  0.829  0.000
H  5.246  -4.583  1.051  0.000
H  4.583  -4.790  -0.570  -0.001
H  3.835  -5.606  0.791  0.000
H  5.443  -2.300  1.620  0.000
H  4.308  -0.954  1.526  -0.001
H  5.055  -1.584  0.052  0.000
H  3.054  -2.809  3.351  0.000
H  2.786  -4.509  2.933  0.000
H  1.513  -3.313  2.672  0.001
H  3.558  -0.140  -2.358  0.001
H  2.033  0.248  -3.181  -0.002
H  3.375  -0.468  -4.085  0.000
H  4.399  -3.138  -2.112  0.000
H  4.240  -3.132  -3.874  0.000
H  3.430  -4.377  -2.910  0.000
H  0.203  -1.944  -4.217  0.000
H  0.681  -3.631  -4.175  0.000
H  1.602  -2.486  -5.182  0.000
H  -0.379  -5.251  -3.123  0.000
H  -1.794  -4.833  -2.175  0.000
H  -1.093  -6.466  -2.044  0.000
H  2.500  -5.823  -1.304  -0.001
H  1.236  -7.053  -1.360  0.000
H  1.884  -6.513  0.192  0.000
H  -1.677  -4.703  0.837  0.000
H  -0.197  -4.990  1.731  0.000
H  -0.978  -6.337  0.871  0.000
C  -4.295  -2.833  1.749  0.001
As  -3.101  -1.460  2.360  -0.009
C  -3.660  -1.420  4.215  -0.001
C  -3.709  0.237  1.684  0.006
S  -1.064  -1.987  2.341  0.010
H  -5.314  -2.511  1.969  0.000
H  -4.058  -3.731  2.320  -0.001
H  -4.180  -3.020  0.688  0.001
H  -4.729  -1.210  4.274  0.000
H  -3.104  -0.652  4.744  -0.001
H  -3.446  -2.390  4.660  0.002
H  -4.666  0.067  1.191  0.000
H  -2.994  0.641  0.968  0.005
H  -3.815  0.911  2.530  0.000

***

No. 3
Entry from the Open Molecules 2025 dataset: a structure of composition C31H51Cl3O35S5 at a distorted geometry (ωB97M-V with the def2-TZVPD basis set).

Results
frontier orbital gap	0.3969	hartree
DFT total energy	-196375.9915	eV
LUMO	-0.08	eV

Last column: Mulliken charge in e.
Geometry (Å):
C  3.015  -1.318  3.446  -0.088
Cl  2.398  -2.796  4.225  -0.111
Cl  3.538  -0.058  4.530  -0.140
Cl  1.923  -0.725  2.199  -0.052
H  3.860  -1.678  2.872  0.354
C  1.785  6.976  3.216  -1.490
C  0.949  5.849  2.644  0.583
C  0.742  5.778  1.120  -0.701
O  0.866  4.384  0.847  -0.154
C  1.365  3.721  1.908  0.336
O  1.625  2.568  1.911  -0.273
O  1.660  4.601  2.883  -0.428
H  2.756  6.646  3.574  0.363
H  1.257  7.479  4.028  0.321
H  1.950  7.778  2.493  0.404
H  0.010  5.700  3.180  0.331
H  1.458  6.327  0.512  0.434
H  -0.277  6.098  0.912  0.314
C  -1.725  1.852  -0.918  -1.585
C  -0.455  1.408  -0.230  1.388
C  -0.489  -0.144  -0.180  1.746
O  0.613  -0.475  -1.032  0.398
C  1.158  0.615  -1.578  -0.244
O  2.022  0.616  -2.394  -0.510
O  0.712  1.726  -0.958  0.157
H  -2.633  1.395  -0.520  0.457
H  -1.607  1.529  -1.958  0.333
H  -1.946  2.920  -0.895  0.351
H  -0.477  1.801  0.783  -0.431
H  -1.462  -0.498  -0.524  -0.071
H  -0.225  -0.637  0.749  -2.196
C  5.280  0.922  -2.627  -1.350
C  5.470  -0.394  -1.925  1.643
C  6.911  -0.841  -1.668  -0.464
O  7.060  -0.774  -0.237  -0.397
C  5.852  -0.603  0.329  0.502
O  5.623  -0.731  1.489  -0.571
O  4.936  -0.237  -0.577  -0.022
H  4.326  1.413  -2.488  -0.077
H  5.623  0.871  -3.667  0.492
H  6.094  1.591  -2.301  0.482
H  4.939  -1.250  -2.326  -0.890
H  7.656  -0.211  -2.156  0.326
H  7.142  -1.867  -1.955  0.296
C  -8.123  -2.645  -0.938  -1.517
C  -6.647  -2.355  -0.787  0.529
C  -5.678  -2.151  -1.966  -0.054
O  -5.037  -0.930  -1.652  -0.212
C  -5.439  -0.436  -0.463  0.586
O  -5.107  0.601  -0.002  -0.545
O  -6.420  -1.205  0.060  -0.392
H  -8.511  -2.952  0.031  0.364
H  -8.287  -3.346  -1.752  0.387
H  -8.663  -1.710  -1.114  0.357
H  -6.214  -3.159  -0.175  0.049
H  -6.263  -2.115  -2.889  0.379
H  -4.999  -3.000  -2.011  0.125
C  -2.241  -0.684  -3.711  -0.733
C  -1.851  -1.876  -4.552  0.600
C  -2.940  -2.932  -4.717  -0.150
O  -2.622  -3.496  -5.997  -0.406
C  -1.924  -2.570  -6.701  0.513
O  -1.601  -2.679  -7.831  -0.524
O  -1.611  -1.503  -5.917  -0.472
H  -3.181  -0.340  -4.141  0.476
H  -1.473  0.087  -3.661  0.183
H  -2.345  -0.961  -2.659  0.049
H  -0.955  -2.360  -4.144  -0.196
H  -3.904  -2.431  -4.858  0.298
H  -2.904  -3.622  -3.880  0.173
C  0.969  2.119  5.363  -0.017
C  0.185  3.232  6.048  -0.423
O  -1.138  3.243  5.401  -0.317
S  -1.412  1.918  4.586  0.988
O  -1.402  2.201  3.194  -0.376
O  -2.530  1.216  5.086  -0.672
O  -0.062  1.167  5.008  -0.196
H  1.632  1.654  6.084  0.373
H  1.501  2.435  4.471  0.014
H  0.527  4.242  5.850  0.219
H  -0.084  2.944  7.063  0.319
C  1.788  -4.745  -2.013  -0.301
C  1.516  -3.219  -2.042  1.639
O  2.664  -2.636  -2.655  -0.058
S  3.858  -3.722  -2.648  1.088
O  4.403  -3.742  -1.335  -0.545
O  4.683  -3.447  -3.750  -0.578
O  2.877  -4.935  -2.940  -0.437
H  0.931  -5.328  -2.328  0.346
H  2.129  -5.025  -1.017  0.360
H  1.433  -2.836  -1.031  -0.225
H  0.627  -3.028  -2.638  -1.031
C  -2.875  -3.433  1.264  -0.533
C  -1.356  -3.143  1.231  0.862
O  -0.793  -3.754  0.075  -0.006
S  -1.928  -4.760  -0.498  1.058
O  -2.000  -5.926  0.289  -0.609
O  -1.730  -4.855  -1.892  -0.623
O  -3.118  -3.768  -0.121  -0.197
H  -3.466  -2.596  1.631  0.441
H  -3.170  -4.237  1.939  0.330
H  -0.897  -3.560  2.127  0.271
H  -1.249  -2.068  1.254  -0.867
C  -0.965  -1.607  4.491  0.703
C  -2.415  -1.400  4.802  -0.467
O  -2.996  -2.734  4.670  -0.362
S  -1.963  -3.879  5.109  1.152
O  -1.726  -4.799  4.062  -0.490
O  -2.207  -4.271  6.443  -0.612
O  -0.697  -2.871  5.105  -0.328
H  -0.248  -0.874  4.846  0.480
H  -0.776  -1.731  3.421  -0.800
H  -3.025  -0.767  4.161  0.449
H  -2.684  -1.123  5.824  0.336
C  2.166  4.537  -2.522  0.075
C  3.469  4.358  -3.306  -0.112
O  3.639  5.516  -4.118  -0.397
S  2.770  6.751  -3.570  1.061
O  2.008  7.326  -4.608  -0.545
O  3.577  7.582  -2.754  -0.550
O  1.791  5.906  -2.620  -0.338
H  2.444  4.365  -1.477  0.035
H  1.348  3.856  -2.737  0.173
H  3.303  3.478  -3.925  0.311
H  4.336  4.217  -2.667  0.299